The following is a quantum chemistry calculation of 2 unconnected molecules or ions with the total composition C7H12O2Si in a non-equilibrium geometry, from the Open Molecules 2025 dataset.

Frontier orbital gap (spin up / spin down) (eV): 7.260 / 7.465
HOMO (spin up / spin down) (eV): -6.5 / -7.4
Energy (eV): -19421.3123
Largest force on an atom (eV Å⁻¹): 4.9

Last column: Mulliken charge in e.
Element x y z (Å)
C1 -2.52082 1.83042 0.64824  -0.5522
C2 -1.35142 1.22133 1.17317  -0.2782
C3 -2.74370 1.19761 -0.50816  -0.3834
C4 -0.96561 0.22725 0.24343  0.2601
C5 1.11257 -1.57166 1.71229  -0.9658
C6 0.31177 -2.36070 -1.28676  -1.1621
C7 2.25447 1.36950 -1.32733  -0.5794
O1 -1.87062 0.22957 -0.79561  -0.2299
O2 2.12836 2.50310 -0.52069  -0.4519
Si1 0.48727 -1.02645 -0.04936  0.0623
H1 -3.10642 2.54347 1.03331  0.5262
H2 -0.98930 1.22829 2.21893  0.3304
H3 -3.61472 1.30110 -1.19261  0.3673
H4 0.77821 -0.88407 2.52934  0.2587
H5 0.71227 -2.59264 2.11546  0.2964
H6 2.22205 -1.53274 1.68896  0.3013
H7 0.24452 -3.25400 -0.87537  0.4521
H8 -0.67408 -2.30031 -1.77387  0.3549
H9 1.02287 -2.29756 -2.08429  0.3576
H10 1.45326 1.36790 -2.09405  0.3042
H11 2.89916 0.55350 -1.25787  0.4159
H12 2.20991 2.24708 0.40287  0.3156

---

The following is a quantum chemistry calculation of a molecular structure, C3H4BiO3 in a non-equilibrium geometry, from the Open Molecules 2025 dataset.

Frontier orbital gap (spin up / spin down) (eV): 9.195 / 5.551
HOMO (spin up / spin down) (eV): -14.8 / -12.3
Charge: +1
Energy (eV): -15143.4920
Largest force on an atom (eV Å⁻¹): 8.1

Last column: Mulliken charge in e.
Element x y z (Å)
O1 -0.58476 -1.52960 -0.97556  -0.5239
C1 0.79031 -1.18101 -0.95750  -0.2619
C2 1.26210 -0.33076 0.21338  -0.1078
O2 0.09879 0.63994 0.33807  0.1478
Bi1 -1.67336 -0.11785 -0.33808  0.8258
H1 1.04105 -0.67220 -1.91299  0.3168
H2 1.42245 -2.09168 -0.92330  0.3567
H3 1.10297 -0.92433 1.13473  0.3020
C3 -0.13943 1.78889 0.93239  -0.1293
O3 -1.49480 1.82351 1.00723  -0.3415
H4 -1.82533 2.59511 1.48163  0.4155

---

The following is a quantum chemistry calculation of C6H10OS in the gas phase in a non-equilibrium geometry, from the Open Molecules 2025 dataset.

Frontier orbital gap (eV): 9.675
HOMO (eV): -9.0
Energy (eV): -19262.3666
Largest force on an atom (eV Å⁻¹): 9.1
SMILES: C[C@H]1[C@H]2C[C@]1(S)CO2

Last column: Mulliken charge in e.
Element x y z (Å)
C1 -1.60823 -1.22553 0.02829  -1.1890
C2 -0.77422 -0.00775 0.38764  0.2809
C3 0.43945 -0.19524 1.39289  -0.1135
C4 1.26694 -0.55904 0.01465  -0.6251
C5 0.35416 0.51265 -0.57736  0.2019
S1 0.33708 0.77083 -2.39052  -0.1795
C6 0.73272 1.59735 0.23215  -0.8632
O1 0.65079 1.09693 1.63185  -0.4223
H1 -2.69746 -1.15779 0.59917  0.2953
H2 -1.06783 -2.19364 0.09257  0.3148
H3 -1.77641 -1.06131 -1.17483  0.1921
H4 -1.67261 0.73940 0.46204  0.3230
H5 0.44013 -0.82954 2.30619  0.4311
H6 2.26127 -0.17051 0.03433  0.3660
H7 1.03672 -1.46371 -0.80701  0.2733
H8 0.19473 -0.55677 -2.72629  0.1253
H9 0.13423 2.66186 0.39166  0.2519
H10 1.74855 2.04182 0.10256  0.3371

---

The following is a quantum chemistry calculation of a molecular structure, C4H8NO4 in a non-equilibrium geometry, from the Open Molecules 2025 dataset.

Frontier orbital gap (eV): 6.575
HOMO (eV): -2.6
Charge: -1
Energy (eV): -13955.4337
Largest force on an atom (eV Å⁻¹): 3.5

Last column: Mulliken charge in e.
Element x y z (Å)
C1 -0.75059 0.60437 -1.08951  -0.7076
C2 0.73994 0.78752 -0.99323  -0.5163
C3 -1.07499 -0.64705 -0.33454  -0.4440
C4 0.48083 -0.47362 0.98172  0.6835
N1 1.22040 0.62538 0.36864  -0.2424
O1 2.63286 0.33990 0.36537  -0.4437
O2 -2.42061 -0.59732 0.15457  -0.5651
O3 -0.24234 0.02072 2.07924  -0.5113
O4 1.06129 -1.60157 1.10744  -0.8954
H1 -1.27707 1.38315 -0.55708  0.3791
H2 -1.12421 0.55445 -2.05723  0.3543
H3 1.04984 0.00329 -1.67695  0.2574
H4 1.01178 1.80530 -1.09767  0.4334
H5 -0.91430 -1.63090 -0.93670  0.2791
H6 -2.50121 0.21431 0.66927  0.3209
H7 -0.54139 -0.73558 2.51906  0.2869
H8 2.64979 -0.65235 0.49760  0.3314